No. 1
Computed, not measured: a structure of composition C27H44BrNNiP2S, with wB97M-V/def2-TZVPD.

Values from the calculation:
Multiplicity   3
HOMO-LUMO gap (alpha / beta)   5.402 / 4.048 eV
M   615.27 g mol⁻¹
Total charge   +2
HOMO level (alpha / beta)   -12.88 / -12.89 eV
Relative energy (zero: lowest compared OMol25 entry of this formula, charge and spin)   0.0 kJ/mol

Last column: Löwdin spin population.
CARTESIAN COORDINATES (ANGSTROEM)
1 C 2.957 2.259 -6.971  0.000
2 C 2.703 2.778 -5.693  0.000
3 C 2.809 4.162 -5.490  0.000
4 C 3.149 4.972 -6.582  0.000
5 N 3.378 4.465 -7.794  0.000
6 C 3.288 3.151 -8.000  0.000
7 C 2.330 1.905 -4.621  0.001
8 C 2.027 1.181 -3.692  0.000
9 C 1.531 0.332 -2.696  0.002
10 C 0.506 -0.556 -3.051  -0.005
11 C -0.064 -1.339 -2.057  -0.005
12 C 0.453 -1.200 -0.768  -0.107
13 C 1.518 -0.389 -0.410  -0.015
14 C 2.061 0.422 -1.402  -0.009
15 Ni -0.072 -2.659 0.319  0.946
16 P -1.965 -1.735 0.720  0.012
17 H 2.633 4.600 -4.506  0.000
18 H 2.896 1.186 -7.163  0.000
19 H 3.233 6.052 -6.452  0.000
20 H 3.483 2.772 -9.004  0.000
21 H 2.870 1.125 -1.200  -0.001
22 H 0.159 -0.594 -4.087  -0.001
23 H 1.917 -0.380 0.599  -0.001
24 H -0.872 -2.030 -2.304  0.002
25 C -2.665 -2.274 2.331  -0.006
26 C -3.833 -1.466 2.886  -0.002
27 H -1.809 -2.249 3.022  0.000
28 H -2.943 -3.331 2.207  0.000
29 H -4.209 -1.963 3.789  -0.001
30 H -3.539 -0.453 3.182  0.000
31 H -4.672 -1.389 2.186  0.000
32 C -1.926 0.089 0.763  0.009
33 C -2.694 0.816 -0.331  0.001
34 H -0.862 0.355 0.707  0.001
35 H -2.264 0.403 1.759  0.002
36 H -2.546 1.896 -0.208  0.000
37 H -2.332 0.555 -1.332  0.000
38 H -3.773 0.625 -0.287  0.000
39 C -3.120 -2.320 -0.578  0.009
40 C -4.611 -2.234 -0.272  0.003
41 H -2.842 -3.366 -0.786  0.001
42 H -2.882 -1.753 -1.487  0.000
43 H -5.165 -2.576 -1.155  0.000
44 H -4.904 -2.881 0.562  0.000
45 H -4.945 -1.212 -0.059  0.000
46 Br 0.855 -1.975 2.327  0.124
47 P 1.451 2.134 3.872  0.608
48 C -0.335 1.948 3.494  0.089
49 C -1.203 2.379 4.683  0.015
50 H -0.499 0.894 3.225  0.014
51 H -0.540 2.580 2.614  0.001
52 H -2.237 2.539 4.359  0.000
53 H -1.213 1.616 5.470  0.000
54 H -0.841 3.316 5.121  0.005
55 C 2.061 0.451 4.219  0.101
56 C 3.255 0.431 5.173  0.013
57 H 2.318 -0.008 3.251  0.020
58 H 1.213 -0.109 4.647  0.002
59 H 3.410 -0.588 5.543  0.000
60 H 4.173 0.745 4.668  0.000
61 H 3.082 1.086 6.032  0.004
62 C 2.219 2.611 2.271  0.089
63 C 2.366 4.133 2.142  0.013
64 H 1.607 2.188 1.459  0.015
65 H 3.209 2.130 2.254  0.001
66 H 3.048 4.375 1.320  0.000
67 H 1.407 4.618 1.929  0.000
68 H 2.777 4.573 3.057  0.004
69 C -0.240 -4.855 -2.096  0.008
70 S 0.241 -4.725 -0.350  0.035
71 C -1.080 -5.729 0.394  0.003
72 H 0.325 -4.121 -2.677  0.000
73 H -1.316 -4.696 -2.228  0.000
74 H 0.038 -5.866 -2.411  0.000
75 H -1.508 -6.381 -0.376  0.000
76 H -0.578 -6.336 1.156  0.000
77 H -1.854 -5.109 0.863  0.000

Atomic forces in eV per Å
C 0.0 0.2 -0.2
C 0.2 0.3 -0.4
C 0.1 0.1 -0.2
C -0.1 -0.9 0.4
N 0.1 0.2 -0.3
C -0.2 -0.1 0.9
C -0.2 -0.7 1.1
C 0.6 1.5 -2.1
C 0.0 0.0 0.1
C 0.0 0.0 0.3
C 0.2 0.3 0.1
C -0.7 -0.9 -0.3
C 0.0 0.4 0.1
C -0.5 -0.4 -0.1
Ni 0.9 0.9 0.8
P -1.0 0.7 -0.4
H 0.0 -0.2 -0.3
H 0.0 0.3 0.1
H 0.0 -0.3 -0.2
H 0.0 0.2 0.2
H -0.2 -0.3 0.0
H 0.1 0.0 0.4
H -0.1 0.0 -0.3
H 0.2 0.2 0.2
C 0.7 -0.5 0.1
C -0.4 0.2 0.0
H -0.3 -0.1 -0.1
H 0.0 0.2 0.1
H 0.1 0.1 -0.2
H 0.0 -0.2 -0.1
H 0.2 0.0 0.2
C 0.3 0.3 0.3
C -0.2 0.2 -0.2
H -0.3 0.0 0.0
H -0.1 -0.1 -0.3
H -0.1 -0.2 -0.1
H -0.1 0.0 0.2
H 0.3 0.0 0.0
C 0.2 0.1 -0.1
C -0.4 -0.1 -0.2
H 0.0 0.2 0.1
H -0.1 -0.1 0.2
H 0.1 0.1 0.2
H 0.1 0.1 -0.2
H 0.1 -0.3 0.0
Br 0.0 -0.3 0.6
P -0.5 -1.8 -2.2
C -0.1 0.8 0.4
C -0.4 0.0 0.2
H 0.3 0.2 0.0
H 0.1 -0.2 0.3
H 0.2 -0.1 0.1
H 0.0 0.2 -0.1
H -0.2 -0.2 -0.1
C 0.1 0.1 1.0
C 0.2 -0.2 0.1
H -0.2 0.4 0.2
H 0.2 0.2 -0.1
H 0.0 0.2 -0.1
H -0.1 0.0 0.1
H 0.1 -0.2 -0.1
C 0.7 0.6 0.6
C 0.0 0.2 -0.2
H 0.0 -0.1 0.3
H -0.3 0.1 0.0
H -0.2 0.0 0.1
H 0.1 -0.1 0.1
H 0.0 -0.1 -0.2
C 0.1 -0.2 -0.2
S -0.2 -1.4 -0.9
C 0.2 -0.2 0.5
H -0.1 -0.2 0.1
H 0.3 0.0 0.1
H -0.1 0.3 -0.1
H 0.1 0.2 0.2
H -0.4 0.1 -0.1
H 0.2 -0.2 -0.2



No. 2
Computed, not measured: a cluster of 6 separate species, C27H44NO11P in total, with wB97M-V/def2-TZVPD.

Values from the calculation:
Multiplicity   1
HOMO-LUMO gap   8.209 eV
M   589.62 g mol⁻¹
HOMO level   -9.47 eV

Last column: Mulliken charge in e.
CARTESIAN COORDINATES (ANGSTROEM)
1 O 2.496 -2.169 4.137  -0.411
2 C 2.902 -1.103 4.384  0.718
3 N 3.464 -0.040 4.616  -0.543
4 C 2.686 1.078 4.163  0.534
5 C 3.066 1.891 3.220  -0.521
6 C 2.096 2.989 2.873  -0.125
7 O 2.421 4.107 2.635  -0.542
8 C 0.660 2.554 2.895  0.061
9 C 0.283 1.722 3.828  0.159
10 P -1.378 1.047 3.954  0.981
11 O -1.364 -0.209 4.683  -0.636
12 O -1.853 0.826 2.427  -0.480
13 O -2.377 2.101 4.592  -0.507
14 C 1.343 1.312 4.813  -0.009
15 O 1.162 1.224 5.982  -0.505
16 H 3.997 1.762 2.702  0.512
17 H -0.021 2.899 2.137  0.607
18 H -1.060 0.535 1.966  0.335
19 H -3.179 1.598 4.776  0.331
20 C 2.933 -6.681 3.622  -0.676
21 C 3.078 -5.168 3.512  -0.323
22 C 4.420 -5.035 2.806  -0.446
23 O 4.556 -6.189 1.970  -0.435
24 C 3.550 -7.145 2.311  0.131
25 H 1.905 -7.016 3.750  0.360
26 H 3.520 -7.052 4.466  0.287
27 H 2.282 -4.762 2.884  0.204
28 H 3.051 -4.653 4.469  0.333
29 H 5.248 -5.032 3.522  0.271
30 H 4.488 -4.135 2.193  0.255
31 H 2.806 -7.159 1.506  -0.274
32 H 3.999 -8.137 2.385  0.316
33 C 0.231 -8.274 -0.225  -0.483
34 C 1.215 -7.775 -1.271  -0.447
35 C 0.284 -7.216 -2.337  -0.468
36 O -0.883 -6.750 -1.650  -0.401
37 C -0.864 -7.221 -0.298  -0.374
38 H 0.662 -8.371 0.771  0.271
39 H -0.165 -9.249 -0.521  0.301
40 H 1.828 -6.973 -0.851  0.191
41 H 1.881 -8.547 -1.652  0.385
42 H -0.022 -7.994 -3.044  0.253
43 H 0.728 -6.394 -2.899  0.279
44 H -0.641 -6.371 0.356  0.234
45 H -1.847 -7.611 -0.034  0.273
46 C 2.759 3.012 -2.051  -0.456
47 C 4.055 2.226 -1.902  -0.680
48 C 3.960 1.741 -0.464  -0.472
49 O 2.564 1.574 -0.178  -0.353
50 C 1.793 2.181 -1.225  -0.054
51 H 2.433 3.136 -3.083  0.323
52 H 2.873 4.005 -1.609  0.254
53 H 4.055 1.374 -2.586  0.280
54 H 4.951 2.815 -2.092  0.358
55 H 4.365 2.484 0.232  0.261
56 H 4.477 0.794 -0.302  0.340
57 H 1.344 1.382 -1.824  0.250
58 H 0.991 2.778 -0.785  -0.041
59 C -1.924 4.034 -2.628  -0.078
60 C -1.768 5.548 -2.616  -0.457
61 C -0.409 5.729 -3.274  -0.406
62 O -0.253 4.643 -4.194  -0.427
63 C -1.276 3.668 -3.954  -0.461
64 H -2.957 3.696 -2.554  0.274
65 H -1.360 3.594 -1.799  -0.008
66 H -2.547 6.005 -3.231  0.137
67 H -1.819 5.988 -1.621  0.384
68 H 0.400 5.673 -2.536  0.178
69 H -0.321 6.674 -3.811  0.301
70 H -1.998 3.721 -4.775  0.290
71 H -0.831 2.672 -3.947  0.276
72 C -7.311 4.030 -2.381  -0.530
73 C -7.164 5.547 -2.366  -0.511
74 C -5.806 5.732 -3.025  -0.331
75 O -5.645 4.648 -3.944  -0.414
76 C -6.660 3.667 -3.708  -0.393
77 H -8.341 3.686 -2.306  0.340
78 H -6.745 3.593 -1.554  0.252
79 H -7.944 6.003 -2.980  0.264
80 H -7.216 5.985 -1.371  0.329
81 H -4.996 5.676 -2.288  0.147
82 H -5.722 6.678 -3.561  0.302
83 H -7.382 3.717 -4.530  0.279
84 H -6.210 2.674 -3.703  0.270

Atomic forces in eV per Å
O 0.2 1.2 0.4
C 0.4 -1.8 -0.2
N -1.0 0.5 -0.3
C -0.1 -1.0 1.2
C -0.1 1.0 -0.9
C 0.2 -1.3 -0.1
O 0.3 1.3 -0.5
C 0.4 0.5 -1.0
C -0.7 -0.2 1.1
P -0.1 -1.0 0.2
O 0.2 -0.8 0.5
O 0.3 1.0 0.5
O 0.3 0.3 -0.8
C 0.0 -0.1 -0.8
O -0.2 -0.3 1.1
H 0.3 0.3 -0.1
H -0.1 0.5 -0.2
H -0.1 -0.3 -0.5
H -0.3 0.1 0.3
C 0.1 0.0 0.1
C -0.1 0.0 -0.1
C 0.1 -0.1 0.1
O -0.1 0.0 0.1
C -0.1 0.0 -0.1
H 0.0 0.0 0.0
H 0.0 0.0 0.0
H 0.0 0.0 0.0
H 0.0 0.0 0.0
H 0.0 0.1 0.0
H 0.0 0.0 -0.1
H 0.0 -0.1 0.0
H 0.1 0.0 -0.1
C -0.1 -0.2 0.0
C 0.2 0.2 0.0
C -0.2 -0.1 0.0
O 0.1 -0.1 0.1
C 0.1 0.2 0.0
H 0.0 0.0 0.0
H 0.0 0.0 0.0
H 0.0 0.0 0.0
H 0.0 0.0 0.0
H 0.1 0.0 0.0
H -0.1 0.0 0.0
H 0.0 -0.1 0.1
H 0.0 0.0 -0.1
C 0.0 0.2 0.0
C 0.0 -0.2 -0.1
C 0.0 0.1 0.2
O 0.0 0.1 0.0
C -0.1 -0.2 -0.1
H 0.0 0.0 0.0
H 0.0 0.0 0.0
H 0.0 0.0 0.0
H 0.0 0.0 0.0
H 0.1 0.0 0.0
H -0.1 0.0 0.0
H 0.0 0.0 0.0
H 0.0 0.0 0.1
C 0.1 -0.1 0.1
C -0.2 0.1 -0.1
C 0.2 -0.1 0.0
O -0.1 0.0 0.2
C 0.0 0.1 -0.2
H 0.0 0.0 -0.1
H 0.0 0.0 0.0
H 0.0 0.0 0.0
H 0.0 0.0 0.0
H 0.0 0.1 0.0
H 0.0 0.0 -0.1
H 0.0 -0.1 0.0
H 0.1 0.0 0.0
C 0.1 -0.1 0.1
C -0.1 0.0 -0.1
C 0.2 -0.1 0.1
O -0.1 0.0 0.1
C -0.1 0.1 -0.1
H 0.0 0.0 0.0
H 0.0 0.0 0.0
H 0.0 0.0 0.0
H 0.0 0.0 0.0
H 0.0 0.1 0.0
H 0.0 0.0 -0.1
H 0.0 -0.1 0.0
H 0.1 0.0 0.0



No. 3
Computed, not measured: a cluster of 6 separate species, C27H44NO17 in total, with wB97M-V/def2-TZVPD.

Values from the calculation:
Multiplicity   1
HOMO-LUMO gap   6.381 eV
M   654.64 g mol⁻¹
Total charge   -1
HOMO level   -4.31 eV

Last column: Mulliken charge in e.
CARTESIAN COORDINATES (ANGSTROEM)
1 C 6.305 -1.555 -0.046  -0.924
2 C 5.333 -0.201 -0.175  -0.311
3 C 4.499 -0.108 1.234  -0.768
4 C 2.895 0.199 1.065  0.110
5 C 2.190 0.018 2.536  -0.234
6 N 2.217 -0.540 -0.067  -0.030
7 C 2.206 -2.040 0.126  -0.176
8 C 0.870 -2.638 0.864  0.246
9 O -0.146 -1.937 1.374  -0.578
10 O 0.746 -4.131 0.935  -0.760
11 H 6.596 -1.751 1.092  0.234
12 H 7.245 -1.510 -0.749  0.319
13 H 5.618 -2.483 -0.343  0.203
14 H 6.074 0.732 -0.240  0.312
15 H 4.650 -0.291 -1.129  0.283
16 H 4.985 0.675 1.969  0.264
17 H 4.587 -1.162 1.778  0.255
18 H 2.809 1.359 0.800  0.165
19 H 2.540 -1.021 2.978  0.293
20 H 2.572 0.931 3.203  -0.221
21 H 1.011 0.121 2.487  0.127
22 H 1.206 -0.224 -0.059  0.208
23 H 3.142 -2.480 0.673  0.142
24 H 2.218 -2.513 -0.970  0.153
25 C -3.352 2.636 -0.751  -1.160
26 C -2.193 1.773 -1.217  1.092
27 C -1.431 1.110 -0.108  -0.873
28 O -0.165 0.888 -0.706  -0.177
29 C -0.007 1.877 -1.637  0.289
30 O 1.037 2.122 -2.214  -0.605
31 O -1.180 2.555 -1.832  -0.398
32 H -4.300 2.199 -1.082  0.294
33 H -3.405 2.698 0.341  0.337
34 H -3.290 3.654 -1.149  0.175
35 H -2.540 1.046 -1.961  0.101
36 H -1.885 0.166 0.208  0.284
37 H -1.286 1.751 0.768  0.293
38 C -4.881 -3.478 -1.025  -1.378
39 C -4.370 -2.080 -1.325  0.807
40 C -5.114 -0.985 -0.621  -0.746
41 O -4.869 0.131 -1.459  -0.265
42 C -4.695 -0.372 -2.719  0.631
43 O -4.654 0.302 -3.733  -0.581
44 O -4.575 -1.735 -2.688  -0.368
45 H -4.120 -4.044 -0.477  0.333
46 H -5.773 -3.462 -0.390  0.340
47 H -5.122 -4.030 -1.939  0.335
48 H -3.291 -2.025 -1.135  0.204
49 H -4.738 -0.805 0.390  0.342
50 H -6.197 -1.149 -0.579  0.379
51 C 0.210 -6.593 -0.412  -1.132
52 C 0.391 -8.008 -0.933  0.613
53 C -0.177 -9.071 -0.041  -0.565
54 O 0.586 -10.208 -0.408  -0.327
55 C 1.798 -9.732 -0.827  0.601
56 O 2.777 -10.425 -1.038  -0.579
57 O 1.763 -8.372 -0.976  -0.345
58 H -0.463 -6.035 -1.072  0.277
59 H -0.248 -6.576 0.582  0.259
60 H 1.160 -6.051 -0.361  0.279
61 H 0.001 -8.085 -1.955  0.267
62 H -1.242 -9.243 -0.217  0.298
63 H -0.013 -8.882 1.026  0.356
64 C -2.644 6.829 -5.248  -1.332
65 C -3.206 5.884 -4.201  0.845
66 C -4.333 5.022 -4.686  -0.674
67 O -5.012 4.710 -3.482  -0.292
68 C -4.790 5.764 -2.638  0.618
69 O -5.373 5.938 -1.583  -0.578
70 O -3.826 6.596 -3.140  -0.367
71 H -1.614 6.547 -5.491  0.348
72 H -3.207 6.784 -6.186  0.326
73 H -2.639 7.867 -4.901  0.318
74 H -2.398 5.285 -3.762  0.133
75 H -3.982 4.113 -5.184  0.325
76 H -5.033 5.547 -5.346  0.360
77 C 3.035 5.379 4.674  -1.254
78 C 3.041 4.195 5.625  0.488
79 C 4.326 4.011 6.375  -0.631
80 O 4.292 2.631 6.694  -0.318
81 C 3.566 2.030 5.702  0.560
82 O 3.485 0.827 5.537  -0.505
83 O 2.942 2.965 4.921  -0.294
84 H 2.318 6.132 5.019  0.311
85 H 4.009 5.876 4.630  0.346
86 H 2.755 5.086 3.657  0.322
87 H 2.180 4.252 6.303  0.287
88 H 4.374 4.620 7.282  0.301
89 H 5.219 4.199 5.767  0.356

Atomic forces in eV per Å
C -1.1 -0.3 0.0
C 1.3 -0.4 0.9
C -0.6 -0.8 -0.1
C 0.0 1.5 0.8
C 0.4 0.8 -0.1
N 0.0 -0.6 1.9
C -0.7 -1.0 -0.8
C -4.2 -4.6 2.1
O 4.8 -1.7 -2.7
O 1.5 7.2 -0.8
H -0.3 0.6 -2.5
H -1.8 -0.2 1.4
H 1.6 1.9 0.5
H -1.8 -1.9 -0.1
H 1.3 0.3 2.1
H -1.1 -1.5 -1.5
H -0.2 2.2 -1.1
H 0.1 -2.4 0.4
H -1.0 2.2 -0.7
H -0.7 -2.3 -1.3
H 2.5 -0.6 -0.1
H 1.9 -0.7 0.1
H -1.8 1.0 -0.9
H -0.1 0.8 2.4
C -0.6 0.0 0.0
C -1.1 0.3 0.3
C -0.5 -0.7 0.5
O 0.0 0.9 -0.9
C 2.2 0.4 -1.1
O -2.3 -0.4 1.2
O 1.2 -0.3 -0.2
H 0.3 0.3 0.1
H 0.2 0.1 -0.1
H 0.1 -0.2 0.1
H 0.2 0.0 0.1
H 0.4 0.0 0.0
H -0.2 0.0 -0.1
C 0.1 -0.5 0.3
C 0.1 -1.1 0.6
C 0.0 0.0 1.0
O 0.0 -0.2 -1.1
C 0.0 0.8 -2.0
O -0.1 -1.3 2.1
O -0.2 1.5 -0.5
H -0.1 0.1 -0.2
H 0.0 0.1 -0.2
H 0.1 0.2 0.1
H -0.1 0.1 0.1
H 0.0 0.1 -0.2
H 0.1 -0.2 0.0
C -0.3 0.1 -0.2
C -0.7 1.4 0.3
C -0.8 0.0 0.1
O 1.0 -0.3 -0.3
C 1.8 -0.7 -0.4
O -1.9 1.2 0.4
O 0.5 -1.7 0.0
H 0.2 0.0 0.1
H 0.3 0.1 -0.1
H -0.3 0.0 0.1
H 0.0 -0.2 0.1
H 0.2 -0.1 0.0
H 0.0 0.2 -0.2
C 0.4 0.1 -0.4
C 0.8 0.4 -0.8
C 0.1 -0.7 -0.6
O -0.1 0.7 0.9
C -1.1 0.3 1.9
O 1.2 -0.4 -2.2
O -1.0 -0.5 0.8
H -0.2 0.1 0.1
H -0.1 0.1 0.2
H 0.0 -0.2 0.1
H -0.2 -0.1 -0.1
H -0.2 0.0 0.2
H 0.2 0.1 0.0
C -0.2 0.5 -0.1
C -0.2 1.0 -0.5
C 0.3 0.5 0.6
O -0.3 -0.5 -0.4
C -0.3 -2.9 -0.5
O 0.3 2.9 0.6
O 0.4 -0.9 0.5
H 0.1 -0.1 -0.1
H -0.1 -0.2 -0.1
H 0.0 -0.1 0.3
H 0.2 0.0 0.1
H 0.0 -0.2 0.0
H -0.2 0.1 -0.1



| no. | F_max (Eh/bohr) |
| --- | --- |
| 1 | 0.05605 |
| 2 | 0.03523 |
| 3 | 0.14344 |